1.
{"formula": "C4H3I", "method": "ωB97M-V/def2-TZVPD", "smiles": "IC1=C2C[C@@H]12", "gap_ev": 8.952, "mol_weight_g_mol": 177.972, "homo_energy_ev": -8.8, "relative_energy_kj_mol": 220.7, "charge": 0, "symbols": ["I", "C", "C", "C", "C", "H", "H", "H"], "xyz": [[3.13395, -0.15586, -0.02108], [1.07744, 0.12268, -0.00905], [0.27644, 1.16215, 0.11863], [-1.03798, 0.31992, -0.25581], [-0.07521, -0.67837, 0.14826], [-1.85891, 0.17520, 0.37330], [-1.16651, 0.48057, -1.27812], [-0.34922, -1.42629, 0.92386]], "forces_ev_per_a": [[-0.44, 0.02, 0.02], [2.10, -1.97, -0.85], [-1.70, 1.06, 1.59], [1.41, -0.83, -0.19], [0.48, 0.01, 0.42], [-1.85, 1.04, 0.64], [-0.66, 0.08, -1.39], [0.68, 0.57, -0.24]]}

***

2.
{"formula": "C5H8N2O", "method": "ωB97M-V/def2-TZVPD", "gap_ev": 10.064, "mol_weight_g_mol": 112.132, "homo_energy_ev": -9.1, "relative_energy_kj_mol": 377.1, "charge": 0, "symbols": ["C", "C", "C", "C", "C", "H", "H", "H", "H", "H", "H", "H", "H", "N", "N", "O"], "xyz": [[1.53087, -0.83479, 0.02397], [1.65019, 0.70514, -0.03902], [0.19212, 0.72929, -0.46582], [-1.94769, 0.72538, 0.11148], [0.09121, -0.56980, 0.28104], [2.13642, -1.39639, 0.71907], [1.62824, -1.28586, -0.98384], [1.82345, 1.09687, 0.99876], [2.37010, 1.13503, -0.72817], [0.21121, 0.64236, -1.55292], [-2.92239, 1.12256, 0.43306], [-2.67242, -1.14260, 0.43556], [-0.11999, -0.41133, 1.34631], [-0.97098, 1.53586, -0.04654], [-2.09748, -0.65518, -0.23862], [-0.90285, -1.39655, -0.29431]], "forces_ev_per_a": [[0.75, -0.51, -1.17], [1.32, 1.20, 1.40], [-1.13, 0.23, 0.79], [-1.19, 0.54, -0.61], [-0.71, -1.22, -0.88], [0.05, -0.06, 0.30], [0.10, 0.27, 0.46], [-0.14, -0.15, -0.95], [0.11, 0.09, 0.08], [-0.36, -0.48, 0.00], [0.35, -0.13, -0.06], [-0.37, 0.12, 0.10], [0.02, 0.17, -0.12], [0.31, -0.57, -0.03], [0.41, 1.22, 0.61], [0.48, -0.73, 0.09]]}

***

3.
{"formula": "C62H47AsGeIrN4S3", "method": "ωB97M-V/def2-TZVPD", "gap_ev": [3.411, 4.191], "mol_weight_g_mol": 1284.036, "homo_energy_ev": [-4.4, -7.4], "spin_multiplicity": 6, "relative_energy_kj_mol": 172.6, "charge": 0, "symbols": ["Ir", "S", "C", "C", "C", "C", "C", "C", "N", "C", "C", "C", "C", "C", "C", "C", "C", "N", "C", "C", "C", "C", "C", "S", "C", "H", "H", "H", "H", "H", "H", "H", "H", "H", "H", "H", "H", "S", "C", "C", "C", "C", "C", "C", "N", "C", "C", "C", "C", "C", "C", "C", "H", "H", "H", "H", "H", "H", "H", "H", "C", "C", "C", "C", "C", "C", "As", "C", "C", "C", "C", "C", "C", "C", "C", "C", "C", "C", "C", "H", "H", "H", "H", "H", "H", "H", "H", "H", "H", "H", "H", "H", "C", "Ge", "C", "C", "C", "H", "H", "H", "H", "H", "H", "H", "H", "H", "H", "N", "C", "C", "C", "C", "C", "C", "C", "H", "H", "H", "H"], "xyz": [[0.09250, 0.07630, 0.21430], [1.42110, 0.30060, 7.42200], [3.05010, -0.07360, 7.82420], [3.69590, -0.70370, 6.80500], [2.88420, -0.88600, 5.67420], [1.60730, -0.39280, 5.82910], [0.53780, -0.31880, 4.88380], [0.77820, -0.47800, 3.50820], [-0.11830, -0.26990, 2.58040], [-1.39850, 0.05800, 2.92910], [-1.76460, 0.14340, 4.31130], [-3.13290, 0.39420, 4.62820], [-4.06610, 0.49560, 3.65680], [-3.72760, 0.39240, 2.27130], [-4.68570, 0.35370, 1.27780], [-4.28110, 0.15220, -0.06560], [-2.91000, 0.19280, -0.32310], [-1.95890, 0.26020, 0.59640], [-2.34860, 0.25230, 1.92370], [-5.20450, -0.15030, -1.11590], [-6.58160, -0.11250, -1.12550], [-7.14620, -0.57070, -2.32850], [-6.21440, -0.96910, -3.23570], [-4.61330, -0.80210, -2.63120], [-0.78500, -0.02730, 5.26900], [3.42740, 0.19230, 8.79160], [4.72070, -1.02840, 6.86830], [3.22370, -1.37290, 4.77880], [1.76640, -0.76050, 3.17330], [-3.41240, 0.46930, 5.66850], [-5.10640, 0.64820, 3.90220], [-5.73120, 0.41750, 1.53060], [-2.58320, 0.15750, -1.36030], [-7.16640, 0.24490, -0.29780], [-8.20580, -0.60940, -2.51230], [-6.35430, -1.34130, -4.23020], [-1.02060, 0.04180, 6.32100], [4.69980, -0.31390, 0.48660], [4.12480, -1.19670, -0.89600], [4.84460, -2.05020, -1.70690], [4.18730, -2.67060, -2.75610], [2.83290, -2.43990, -2.96900], [2.11240, -1.58490, -2.16160], [2.75060, -0.94290, -1.09760], [2.17960, -0.07490, -0.21260], [3.08320, 0.39330, 0.68250], [2.83540, 1.24670, 1.77370], [3.76340, 1.31060, 2.83250], [3.45380, 1.90930, 4.02870], [2.19080, 2.47260, 4.22360], [1.31140, 2.53060, 3.16770], [1.61060, 2.00420, 1.90300], [5.89100, -2.23250, -1.51430], [4.73100, -3.34150, -3.40170], [2.33040, -2.94250, -3.77880], [1.05620, -1.41540, -2.32420], [4.71890, 0.82200, 2.71040], [4.17540, 1.91170, 4.83090], [1.91350, 2.87250, 5.18620], [0.35580, 3.01190, 3.29910], [0.08310, -1.28140, -7.07680], [-1.16690, -0.82280, -6.69920], [-1.33630, -0.15950, -5.49600], [-0.25170, 0.06140, -4.65650], [1.00070, -0.38630, -5.05260], [1.16850, -1.06220, -6.24720], [-0.45900, 1.00820, -2.93130], [0.95190, 2.28900, -3.30010], [2.27730, 2.19680, -2.92200], [3.17470, 3.18200, -3.30200], [2.74050, 4.25870, -4.05810], [1.41100, 4.37230, -4.42220], [0.50240, 3.39380, -4.03860], [-0.93540, 3.40920, -4.29140], [-1.62810, 4.38880, -4.99080], [-3.00740, 4.33060, -5.08660], [-3.71100, 3.29990, -4.48350], [-3.02510, 2.30290, -3.80700], [-1.64620, 2.34170, -3.72350], [0.21250, -1.80380, -8.01320], [-2.01490, -0.97680, -7.35120], [-2.32170, 0.19760, -5.22120], [1.85870, -0.20550, -4.41990], [2.15100, -1.40780, -6.53360], [2.61550, 1.35640, -2.32850], [4.20940, 3.11690, -2.99950], [3.44890, 5.00930, -4.37420], [1.08830, 5.22570, -4.99870], [-1.08910, 5.19970, -5.45900], [-3.53850, 5.10050, -5.62550], [-4.79100, 3.26540, -4.53880], [-3.57770, 1.49800, -3.33620], [-1.62780, 3.62430, -0.83350], [-0.53600, 3.75470, 0.80850], [-1.84240, 3.98720, 2.30400], [0.64210, 5.36200, 0.58690], [0.76010, 2.24780, 0.78840], [-2.52860, 4.22670, -0.75610], [-1.92730, 2.59320, -1.00930], [-1.05200, 3.97520, -1.68570], [-2.58700, 4.71200, 1.98420], [-1.38890, 4.36360, 3.21360], [-2.35380, 3.05550, 2.52710], [0.05600, 6.27690, 0.62700], [1.12180, 5.30610, -0.38910], [1.42200, 5.42300, 1.34160], [1.29030, 2.27520, -0.16760], [-0.20890, -7.30450, -0.76710], [-0.18330, -6.17420, -0.57570], [-0.15470, -4.77980, -0.36040], [-0.99030, -3.95120, -1.10830], [-0.94640, -2.58210, -0.92230], [-0.07990, -2.00470, 0.00630], [0.73700, -2.85280, 0.75500], [0.70980, -4.22360, 0.58120], [-1.66320, -4.38690, -1.83440], [-1.59810, -1.96490, -1.53230], [1.42140, -2.44740, 1.48670], [1.35550, -4.86490, 1.16410]], "forces_ev_per_a": [[-0.88, 0.20, -0.56], [0.05, -0.11, 0.05], [-0.66, 0.29, 0.16], [0.12, -0.26, -0.56], [1.18, -0.30, 0.13], [-1.78, 0.51, -0.77], [2.08, -0.55, 0.64], [0.24, -0.37, -0.73], [1.70, -0.24, -0.97], [-1.73, 0.36, 0.25], [-1.22, 0.24, -0.16], [1.39, -0.19, 0.63], [-0.44, 0.06, -1.70], [0.71, 0.17, 1.95], [-1.04, -0.04, -1.84], [0.82, 0.37, 1.54], [-1.00, -0.28, -1.51], [1.48, 0.00, 0.87], [0.20, -0.10, 0.61], [-0.53, -0.29, -0.98], [0.77, 0.15, 0.27], [-0.03, -0.17, -0.44], [0.31, 0.10, 0.08], [-0.66, 0.01, 0.39], [-1.08, 0.59, 1.22], [0.13, 0.02, 0.19], [0.12, -0.05, -0.01], [0.04, -0.10, -0.18], [0.13, 0.08, -0.08], [0.01, 0.02, 0.13], [-0.12, -0.02, 0.04], [-0.12, -0.11, 0.07], [0.09, -0.03, 0.20], [-0.05, 0.06, 0.20], [-0.15, 0.00, -0.06], [-0.15, -0.12, -0.21], [-0.17, -0.01, 0.04], [-0.95, 0.34, -0.45], [-0.51, 0.32, 0.31], [0.05, -0.20, -0.23], [0.18, 0.06, 0.24], [-0.10, 0.02, 0.00], [-0.12, 0.17, 0.27], [0.92, -0.94, -0.87], [0.59, 1.01, 2.27], [0.03, -1.46, -1.89], [-0.89, 1.42, 1.48], [-0.32, -0.16, -0.22], [0.19, 0.07, 0.23], [0.15, -0.15, -0.40], [0.05, 0.10, 0.18], [1.34, -0.12, 0.07], [0.10, -0.02, -0.04], [0.04, -0.09, -0.07], [-0.10, -0.04, -0.15], [0.07, -0.06, -0.04], [0.14, -0.04, 0.14], [0.08, -0.02, 0.07], [-0.02, 0.09, 0.11], [-0.14, 0.06, 0.05], [0.02, -0.05, -0.05], [-0.07, -0.05, -0.11], [-0.18, 0.01, 0.21], [0.03, -0.06, 0.08], [0.10, 0.05, 0.24], [0.07, -0.02, -0.09], [-0.08, 0.22, -0.55], [0.03, 0.20, 0.03], [0.05, -0.22, 0.12], [0.09, 0.06, 0.03], [0.13, -0.02, -0.05], [-0.10, -0.06, 0.00], [0.35, -0.14, 0.14], [-0.49, -0.19, -0.03], [0.15, -0.01, 0.05], [-0.10, 0.04, -0.03], [-0.01, 0.02, -0.03], [-0.04, -0.26, 0.19], [0.00, 0.21, -0.10], [0.00, -0.03, -0.08], [-0.08, -0.01, -0.02], [0.01, -0.02, -0.01], [0.08, 0.03, -0.03], [0.10, -0.02, -0.03], [0.05, 0.00, -0.02], [0.09, -0.03, 0.00], [0.05, 0.12, 0.02], [-0.06, 0.09, -0.06], [0.01, 0.10, -0.02], [-0.05, 0.08, -0.06], [-0.01, 0.02, -0.01], [0.00, 0.07, -0.05], [0.39, -0.06, 0.45], [-0.21, 0.32, -0.26], [0.57, -0.17, -0.39], [-0.38, -0.43, 0.14], [-1.22, -0.96, -0.31], [-0.09, 0.10, 0.04], [-0.07, -0.01, 0.04], [0.03, 0.03, -0.07], [-0.04, 0.08, -0.14], [0.13, 0.04, 0.18], [-0.05, -0.19, 0.03], [-0.10, 0.09, 0.00], [0.01, -0.05, -0.09], [0.04, -0.08, 0.14], [0.11, 0.06, -0.02], [0.00, -0.43, -0.06], [-0.02, -0.55, -0.05], [-0.04, 0.84, 0.07], [0.15, -0.08, 0.02], [-0.15, 0.27, -0.01], [0.33, 0.74, 0.69], [-0.05, -0.10, -0.07], [-0.05, 0.02, -0.08], [-0.02, 0.00, -0.02], [-0.02, 0.04, 0.06], [0.05, 0.11, 0.08], [0.03, -0.06, 0.02]]}

***

4.
{"formula": "CH5N2O", "method": "ωB97M-V/def2-TZVPD", "smiles": "N/C=[NH+]/O", "gap_ev": 11.543, "mol_weight_g_mol": 61.064, "homo_energy_ev": -15.6, "relative_energy_kj_mol": 242.6, "charge": 1, "symbols": ["N", "C", "N", "O", "H", "H", "H", "H", "H"], "xyz": [[-1.57885, -0.01760, 0.06248], [-0.34727, -0.42461, -0.10144], [0.66241, 0.37319, -0.02445], [1.92466, -0.13181, 0.10833], [-2.22670, -0.76660, 0.20002], [-1.61229, 0.95907, 0.33456], [0.02676, -1.52889, -0.11660], [0.43980, 1.35518, -0.11571], [2.71149, 0.18207, -0.34719]], "forces_ev_per_a": [[1.40, -0.02, -0.44], [2.06, -3.56, 0.80], [0.68, 1.42, -1.35], [-0.73, -1.58, 1.76], [-1.04, 0.44, 0.16], [-1.41, -0.33, 0.12], [-1.39, 1.85, -0.19], [1.09, 0.55, 0.30], [-0.66, 1.23, -1.15]]}

***

5.
{"formula": "C4H7O2", "method": "ωB97M-V/def2-TZVPD", "smiles": "CCCC(=O)[O-]", "gap_ev": 7.720, "mol_weight_g_mol": 87.098, "homo_energy_ev": -3.8, "relative_energy_kj_mol": 26.8, "charge": -1, "symbols": ["C", "C", "C", "C", "O", "O", "H", "H", "H", "H", "H", "H", "H"], "xyz": [[-1.13131, -0.36323, 1.32038], [0.03392, 0.33267, 0.62846], [0.17969, -0.16477, -0.79163], [1.30504, 0.44727, -1.69163], [1.42607, -0.10693, -2.79963], [1.89632, 1.43746, -1.20411], [-2.10445, -0.10990, 0.89965], [-0.94230, -1.44251, 1.41262], [-1.20137, -0.23153, 2.41493], [0.07716, 1.40571, 0.81819], [0.93113, 0.03616, 1.16075], [0.25100, -1.25647, -0.78239], [-0.72090, 0.01606, -1.38559]], "forces_ev_per_a": [[0.15, -0.42, 1.41], [0.42, -0.45, 0.83], [-0.19, 0.33, -0.69], [-0.33, 0.02, 0.80], [0.24, 0.00, -0.26], [0.18, -0.05, -0.22], [-0.01, -0.35, -0.15], [-0.35, -0.09, -1.12], [0.05, 1.04, -0.18], [-0.53, 0.16, -0.72], [0.41, -0.31, 0.15], [0.24, 0.00, 0.02], [-0.28, 0.12, 0.14]]}

***

6.
{"formula": "C3H13N2O", "method": "ωB97M-V/def2-TZVPD", "gap_ev": [3.766, 10.120], "mol_weight_g_mol": 93.150, "homo_energy_ev": [-3.1, -9.7], "spin_multiplicity": 2, "relative_energy_kj_mol": 138.6, "charge": 0, "symbols": ["C", "C", "C", "N", "N", "H", "H", "H", "H", "H", "H", "H", "H", "H", "H", "H", "H", "H", "O"], "xyz": [[-1.42653, -0.04642, -1.08377], [-1.20713, -0.57905, 0.34439], [-0.55215, 0.53126, 1.21842], [0.88799, 0.77708, 0.88194], [-0.18243, 0.53561, -1.65624], [-2.12803, 0.75783, -1.24403], [-1.74693, -0.92993, -1.73113], [-2.15120, -0.92157, 0.80284], [-0.53739, -1.48720, 0.43374], [-1.14434, 1.52848, 1.15853], [-0.64260, 0.17980, 2.37684], [0.98042, 1.22224, -0.05600], [1.36297, -0.19683, 0.78002], [1.33864, 1.46647, 1.56589], [-0.30559, 1.45019, -2.26437], [0.27270, -0.25848, -2.31035], [2.58624, -1.03828, -0.54944], [2.06391, -1.92330, 0.77416], [2.53146, -1.06788, 0.55856]], "forces_ev_per_a": [[0.58, -1.40, -1.66], [0.80, 0.62, 0.47], [-1.83, 0.51, 2.50], [-0.84, 1.83, 0.86], [1.38, -0.47, -3.04], [-0.90, -0.14, 0.88], [0.10, 1.14, 0.75], [0.19, 0.47, -0.14], [-0.57, 0.96, -0.72], [1.00, -1.66, 0.00], [0.59, 0.92, -2.72], [-0.44, -0.69, 0.27], [1.23, 0.72, 0.27], [-0.57, -1.73, -0.87], [-0.10, -2.74, 1.44], [-0.85, 2.58, 1.86], [-0.15, -0.36, 2.21], [0.56, 0.18, -0.43], [-0.17, -0.74, -1.94]]}